17
Properties=species:S:1:pos:R:3 method="wB97M-V/def2-TZVPD" lumo_energy_ev=-3.550 e_tot_ev=-9885.083 homo_lumo_gap_ha=0.36335 total_charge=+1 largest_force_ev_per_a=7.35 e_above_lowest_kcal_mol=103.9
H 1.7258 -1.0665 1.0306
O -2.4235 -0.1934 0.6044
H -2.4379 0.7640 0.6024
H 2.0388 0.3732 1.3175
H -1.0301 -0.8639 -2.1152
H -1.3613 -1.8237 0.0915
C -0.8288 -0.2317 -1.3507
H 1.0476 -0.9132 -0.9028
C -1.3739 -0.7009 0.0124
H 0.8740 1.2056 -2.3891
N 1.2648 -0.2045 1.4380
H -1.4170 0.7940 -1.6199
O 1.2105 1.0537 -1.5000
C 0.2134 0.3696 0.6374
C 0.5713 0.0176 -0.8493
H 0.0334 1.3142 0.9750
H 0.9229 -0.4074 2.4338